Entry 1:
Below is 2 unconnected molecules or ions with the total composition C33H33BF4O2, with properties calculated with the ωB97M-V functional and the def2-TZVPD basis.

Cartesian coordinates (Å):
F (3.045, -5.227, 1.369)
C (2.991, -4.152, 2.193)
C (2.417, -4.263, 3.451)
C (2.354, -3.170, 4.293)
C (2.835, -1.958, 3.876)
C (3.425, -1.805, 2.603)
C (3.900, -0.509, 2.290)
C (4.707, 0.016, 1.254)
C (5.106, 1.363, 1.399)
C (5.910, 1.969, 0.471)
C (6.328, 1.267, -0.644)
C (5.970, -0.061, -0.803)
C (5.180, -0.687, 0.128)
C (3.498, -2.943, 1.777)
H (2.036, -5.218, 3.763)
H (1.929, -3.262, 5.279)
H (2.789, -1.102, 4.530)
H (3.641, 0.223, 3.034)
H (4.787, 1.905, 2.274)
H (6.226, 2.987, 0.628)
H (6.964, 1.744, -1.371)
H (6.338, -0.615, -1.650)
H (4.952, -1.724, -0.010)
H (3.934, -2.911, 0.802)
C (-3.580, -1.031, 2.589)
C (-4.218, -0.685, 1.244)
C (-5.744, -0.809, 1.330)
C (-3.817, 0.756, 0.837)
O (-2.436, 0.876, 0.666)
B (-1.850, -0.079, -0.321)
C (-2.284, 0.312, -1.816)
C (-2.502, 1.629, -2.141)
C (-2.856, 1.974, -3.427)
C (-2.989, 0.999, -4.394)
C (-3.384, 1.394, -5.808)
F (-3.458, 0.287, -6.577)
F (-4.585, 2.008, -5.760)
F (-2.448, 2.238, -6.293)
C (-2.761, -0.322, -4.067)
C (-2.405, -0.662, -2.779)
C (-0.216, -0.026, -0.222)
C (0.242, -0.541, 1.119)
C (0.342, 1.322, -0.561)
C (1.141, 1.495, -1.681)
C (1.660, 2.735, -1.989)
C (1.391, 3.819, -1.182)
C (0.597, 3.659, -0.067)
C (0.070, 2.422, 0.236)
O (-2.285, -1.475, -0.012)
C (-3.661, -1.638, 0.155)
H (-2.497, -0.948, 2.528)
H (-3.926, -0.357, 3.371)
H (-3.824, -2.050, 2.887)
H (-6.214, -0.569, 0.378)
H (-6.038, -1.822, 1.601)
H (-6.147, -0.132, 2.081)
H (-4.302, 1.047, -0.099)
H (-4.125, 1.474, 1.604)
H (-2.388, 2.383, -1.383)
H (-3.034, 3.004, -3.691)
H (-2.866, -1.077, -4.828)
H (-2.223, -1.690, -2.518)
H (0.034, -0.746, -1.011)
H (-0.146, -1.542, 1.315)
H (1.333, -0.575, 1.169)
H (-0.112, 0.112, 1.918)
H (1.353, 0.651, -2.316)
H (2.269, 2.858, -2.868)
H (1.795, 4.789, -1.425)
H (0.383, 4.504, 0.565)
H (-0.572, 2.305, 1.092)
H (-3.838, -2.684, 0.426)
H (-4.144, -1.459, -0.809)

Results
Orbital gap in eV: 2.8010

The molecule's Löwdin atomic charges, reported in e, are given here: number 1, F, carries 0.087; number 2, C, carries -0.220; number 3, C, carries 0.054; number 4, C, carries -0.029; number 5, C, carries 0.009; number 6, C, carries -0.187; number 7, C, carries 0.135; number 8, C, carries -0.171; number 9, C, carries 0.016; number 10, C, carries -0.038; number 11, C, carries -0.014; number 12, C, carries -0.036; number 13, C, carries 0.024; number 14, C, carries 0.088; number 15, H, carries 0.133; number 16, H, carries 0.123; number 17, H, carries 0.127; number 18, H, carries 0.128; number 19, H, carries 0.127; number 20, H, carries 0.119; number 21, H, carries 0.121; number 22, H, carries 0.119; number 23, H, carries 0.097; number 24, H, carries 0.108; number 25, C, carries -0.036; number 26, C, carries -0.487; number 27, C, carries -0.050; number 28, C, carries -0.175; number 29, O, carries -0.042; number 30, B, carries -0.806; number 31, C, carries -0.092; number 32, C, carries -0.021; number 33, C, carries -0.016; number 34, C, carries -0.145; number 35, C, carries -0.567; number 36, F, carries 0.118; number 37, F, carries 0.132; number 38, F, carries 0.130; number 39, C, carries -0.019; number 40, C, carries -0.025; number 41, C, carries -0.203; number 42, C, carries -0.058; number 43, C, carries -0.204; number 44, C, carries -0.040; number 45, C, carries -0.107; number 46, C, carries -0.123; number 47, C, carries -0.092; number 48, C, carries -0.035; number 49, O, carries -0.041; number 50, C, carries -0.183; number 51, H, carries 0.072; number 52, H, carries 0.081; number 53, H, carries 0.080; number 54, H, carries 0.080; number 55, H, carries 0.077; number 56, H, carries 0.077; number 57, H, carries 0.125; number 58, H, carries 0.128; number 59, H, carries 0.118; number 60, H, carries 0.115; number 61, H, carries 0.108; number 62, H, carries 0.116; number 63, H, carries 0.136; number 64, H, carries 0.082; number 65, H, carries 0.046; number 66, H, carries 0.081; number 67, H, carries 0.108; number 68, H, carries 0.091; number 69, H, carries 0.090; number 70, H, carries 0.095; number 71, H, carries 0.113; number 72, H, carries 0.127; number 73, H, carries 0.122

---

Entry 2:
Below is a molecular structure, C33H33N4O3P2S2Ti, with properties calculated with the ωB97M-V functional and the def2-TZVPD basis.

Cartesian coordinates (Å):
Ti (-1.055, 0.772, 1.287)
S (-0.260, -0.688, 3.118)
P (0.689, -1.480, 1.608)
C (0.636, -0.133, 0.402)
P (1.515, 1.362, 0.116)
S (1.172, 1.792, 1.954)
C (3.123, 0.813, -0.427)
C (4.276, 1.212, 0.268)
C (5.543, 0.805, -0.153)
C (5.677, -0.001, -1.280)
C (4.545, -0.397, -1.988)
C (3.276, 0.009, -1.567)
C (0.728, 2.183, -1.244)
C (-0.142, 1.539, -2.135)
C (-0.640, 2.211, -3.255)
C (-0.277, 3.534, -3.496)
C (0.576, 4.192, -2.615)
C (1.073, 3.522, -1.498)
C (2.464, -1.786, 1.791)
C (3.178, -2.561, 0.865)
C (4.540, -2.823, 1.047)
C (5.210, -2.311, 2.154)
C (4.523, -1.539, 3.083)
C (3.163, -1.284, 2.904)
C (-0.008, -2.905, 0.784)
C (-0.582, -2.866, -0.492)
C (-1.039, -4.039, -1.101)
C (-0.936, -5.262, -0.439)
C (-0.386, -5.316, 0.837)
C (0.068, -4.147, 1.445)
H (4.197, 1.835, 1.157)
H (6.424, 1.111, 0.407)
H (6.664, -0.322, -1.602)
H (4.652, -1.026, -2.868)
H (2.407, -0.309, -2.138)
H (-0.431, 0.504, -1.981)
H (-1.307, 1.700, -3.944)
H (-0.659, 4.053, -4.372)
H (0.861, 5.225, -2.802)
H (1.752, 4.046, -0.826)
H (2.683, -2.974, -0.012)
H (5.079, -3.423, 0.318)
H (6.270, -2.511, 2.291)
H (5.040, -1.134, 3.950)
H (2.651, -0.679, 3.652)
H (-0.679, -1.929, -1.031)
H (-1.479, -3.999, -2.094)
H (-1.289, -6.171, -0.917)
H (-0.309, -6.266, 1.360)
H (0.502, -4.205, 2.443)
N (-1.833, 2.643, 1.069)
C (-2.432, 3.279, 2.224)
C (-1.688, 2.746, 3.468)
N (-1.379, 1.355, 3.213)
H (-1.008, 3.232, 0.599)
H (-2.499, 2.582, 0.045)
H (-3.487, 2.991, 2.279)
H (-2.376, 4.370, 2.160)
H (-2.287, 2.868, 4.375)
H (-0.752, 3.300, 3.596)
H (-2.146, 0.638, 3.593)
H (-0.460, 0.853, 3.845)
O (-2.766, 0.397, 2.016)
N (-3.678, 0.198, 1.205)
N (-3.330, 0.275, -0.105)
O (-1.991, 0.569, -0.412)
C (-4.276, 0.069, -1.163)
C (-5.626, -0.226, -0.889)
C (-6.559, -0.429, -1.914)
C (-6.163, -0.342, -3.245)
C (-4.837, -0.051, -3.549)
C (-3.909, 0.151, -2.520)
H (-5.962, -0.300, 0.141)
H (-7.590, -0.655, -1.662)
H (-6.883, -0.498, -4.041)
H (-4.510, 0.021, -4.582)
H (-2.877, 0.377, -2.776)
O (-0.371, 1.656, 0.067)

Results
⟨S²⟩: 0.77
2S+1: 2
Charge: -2
Orbital gap (alpha / beta) in eV: 3.7599 / 4.0762

The molecule's Löwdin atomic charges, reported in e, are given here: number 1, Ti, carries 0.491; number 2, S, carries 0.494; number 3, P, carries 0.463; number 4, C, carries -0.538; number 5, P, carries 0.433; number 6, S, carries 0.436; number 7, C, carries -0.302; number 8, C, carries -0.090; number 9, C, carries -0.114; number 10, C, carries -0.131; number 11, C, carries -0.107; number 12, C, carries -0.071; number 13, C, carries -0.372; number 14, C, carries -0.073; number 15, C, carries -0.106; number 16, C, carries -0.168; number 17, C, carries -0.147; number 18, C, carries -0.107; number 19, C, carries -0.319; number 20, C, carries -0.090; number 21, C, carries -0.111; number 22, C, carries -0.137; number 23, C, carries -0.114; number 24, C, carries -0.104; number 25, C, carries -0.327; number 26, C, carries -0.055; number 27, C, carries -0.086; number 28, C, carries -0.120; number 29, C, carries -0.115; number 30, C, carries -0.096; number 31, H, carries 0.087; number 32, H, carries 0.088; number 33, H, carries 0.083; number 34, H, carries 0.089; number 35, H, carries 0.107; number 36, H, carries 0.093; number 37, H, carries 0.082; number 38, H, carries 0.069; number 39, H, carries 0.077; number 40, H, carries 0.089; number 41, H, carries 0.107; number 42, H, carries 0.090; number 43, H, carries 0.082; number 44, H, carries 0.089; number 45, H, carries 0.078; number 46, H, carries 0.092; number 47, H, carries 0.097; number 48, H, carries 0.086; number 49, H, carries 0.087; number 50, H, carries 0.105; number 51, N, carries -0.097; number 52, C, carries -0.242; number 53, C, carries -0.248; number 54, N, carries -0.392; number 55, H, carries 0.159; number 56, H, carries 0.239; number 57, H, carries 0.101; number 58, H, carries 0.099; number 59, H, carries 0.101; number 60, H, carries 0.085; number 61, H, carries 0.114; number 62, H, carries -0.005; number 63, O, carries -0.374; number 64, N, carries -0.068; number 65, N, carries -0.152; number 66, O, carries -0.263; number 67, C, carries -0.186; number 68, C, carries -0.062; number 69, C, carries -0.140; number 70, C, carries -0.177; number 71, C, carries -0.129; number 72, C, carries -0.034; number 73, H, carries 0.077; number 74, H, carries 0.080; number 75, H, carries 0.070; number 76, H, carries 0.085; number 77, H, carries 0.081; number 78, O, carries -0.815

---

Entry 3:
Below is a molecular structure, C33H34BrCeN7O8, with properties calculated with the ωB97M-V functional and the def2-TZVPD basis.

Cartesian coordinates (Å):
Ce (0.423, 0.495, -0.455)
C (2.373, 3.486, 0.002)
O (2.466, 2.088, 0.242)
C (3.714, 1.541, 0.309)
C (4.882, 2.293, 0.308)
C (6.123, 1.688, 0.423)
C (6.210, 0.311, 0.535)
C (5.061, -0.452, 0.520)
C (3.794, 0.129, 0.416)
N (2.613, -0.620, 0.434)
N (2.859, -1.881, 0.662)
C (1.921, -2.822, 0.761)
C (0.495, -2.588, 0.671)
O (0.003, -1.432, 0.603)
C (-0.374, -3.746, 0.720)
C (0.101, -4.996, 0.907)
C (1.496, -5.248, 1.075)
C (1.982, -6.545, 1.301)
C (3.325, -6.777, 1.472)
C (4.221, -5.708, 1.409)
C (3.767, -4.433, 1.178)
C (2.401, -4.162, 1.003)
H (2.765, 4.058, 0.851)
H (1.307, 3.680, -0.123)
H (2.896, 3.774, -0.915)
H (4.834, 3.365, 0.209)
H (7.020, 2.292, 0.431)
H (7.172, -0.172, 0.620)
H (5.107, -1.527, 0.591)
H (-1.432, -3.550, 0.605)
H (-0.580, -5.838, 0.949)
H (1.281, -7.369, 1.335)
H (3.693, -7.778, 1.648)
H (5.279, -5.892, 1.537)
H (4.457, -3.608, 1.126)
N (0.128, 1.497, 2.066)
C (-0.434, 2.848, 2.134)
C (-1.100, 3.273, 0.795)
O (-1.904, 4.223, 0.817)
N (-0.661, 2.571, -0.221)
C (-1.025, 2.975, -1.572)
C (-0.074, 2.286, -2.606)
O (-0.413, 2.289, -3.790)
O (1.004, 1.799, -2.149)
H (-0.660, 0.839, 2.032)
H (0.663, 1.303, 2.911)
H (0.371, 3.568, 2.328)
H (-1.178, 2.970, 2.936)
H (-0.945, 4.069, -1.692)
H (-2.062, 2.705, -1.827)
Br (0.667, -1.781, -7.758)
C (-0.472, -1.463, -6.271)
C (-1.843, -1.577, -6.430)
N (-2.687, -1.366, -5.437)
C (-2.193, -1.048, -4.255)
C (-0.830, -0.955, -3.993)
C (0.063, -1.155, -5.035)
C (-0.351, -0.689, -2.591)
O (0.819, -0.994, -2.280)
O (-1.201, -0.227, -1.797)
H (-2.285, -1.840, -7.383)
H (-2.904, -0.869, -3.461)
H (1.125, -1.070, -4.857)
C (-3.820, 0.463, -0.648)
N (-4.017, 1.156, 0.604)
C (-4.939, 2.268, 0.566)
C (-4.637, 3.251, 1.683)
C (-4.538, 2.463, 2.977)
N (-3.497, 1.474, 2.846)
C (-2.941, 0.952, 4.067)
C (-3.200, 0.883, 1.645)
O (-2.272, 0.074, 1.557)
H (-3.381, 1.121, -1.403)
H (-4.786, 0.095, -1.006)
H (-3.138, -0.371, -0.493)
H (-5.967, 1.881, 0.655)
H (-4.841, 2.761, -0.406)
H (-5.420, 4.005, 1.744)
H (-3.682, 3.747, 1.475)
H (-4.289, 3.123, 3.814)
H (-5.502, 1.977, 3.201)
H (-2.398, 1.727, 4.616)
H (-2.269, 0.133, 3.821)
H (-3.741, 0.578, 4.714)

Results
Orbital gap in eV: 6.2130

The molecule's Löwdin atomic charges, reported in e, are given here: number 1, Ce, carries 1.462; number 2, C, carries -0.041; number 3, O, carries -0.175; number 4, C, carries -0.195; number 5, C, carries -0.014; number 6, C, carries -0.076; number 7, C, carries -0.084; number 8, C, carries -0.009; number 9, C, carries -0.165; number 10, N, carries 0.013; number 11, N, carries 0.112; number 12, C, carries -0.126; number 13, C, carries -0.277; number 14, O, carries -0.133; number 15, C, carries 0.027; number 16, C, carries -0.003; number 17, C, carries -0.170; number 18, C, carries -0.036; number 19, C, carries -0.086; number 20, C, carries -0.074; number 21, C, carries -0.021; number 22, C, carries -0.092; number 23, H, carries 0.111; number 24, H, carries 0.084; number 25, H, carries 0.116; number 26, H, carries 0.105; number 27, H, carries 0.106; number 28, H, carries 0.104; number 29, H, carries 0.091; number 30, H, carries 0.123; number 31, H, carries 0.120; number 32, H, carries 0.112; number 33, H, carries 0.102; number 34, H, carries 0.104; number 35, H, carries 0.090; number 36, N, carries 0.001; number 37, C, carries -0.135; number 38, C, carries -0.530; number 39, O, carries 0.008; number 40, N, carries -0.094; number 41, C, carries -0.087; number 42, C, carries -0.624; number 43, O, carries 0.078; number 44, O, carries -0.098; number 45, H, carries 0.032; number 46, H, carries 0.115; number 47, H, carries 0.123; number 48, H, carries 0.108; number 49, H, carries 0.144; number 50, H, carries 0.121; number 51, Br, carries 0.736; number 52, C, carries -0.646; number 53, C, carries -0.182; number 54, N, carries 0.083; number 55, C, carries -0.062; number 56, C, carries -0.082; number 57, C, carries -0.024; number 58, C, carries -0.584; number 59, O, carries 0.013; number 60, O, carries -0.072; number 61, H, carries 0.105; number 62, H, carries 0.120; number 63, H, carries 0.128; number 64, C, carries -0.026; number 65, N, carries -0.063; number 66, C, carries -0.151; number 67, C, carries -0.141; number 68, C, carries -0.157; number 69, N, carries -0.091; number 70, C, carries -0.042; number 71, C, carries -0.471; number 72, O, carries -0.004; number 73, H, carries 0.079; number 74, H, carries 0.102; number 75, H, carries 0.081; number 76, H, carries 0.128; number 77, H, carries 0.129; number 78, H, carries 0.121; number 79, H, carries 0.084; number 80, H, carries 0.126; number 81, H, carries 0.130; number 82, H, carries 0.086; number 83, H, carries 0.088; number 84, H, carries 0.094